(1)
Here is 11 unconnected molecules or ions with the total composition C20H60BF4O10 from the Open Molecules 2025 dataset. Energies are from the ωB97M-V functional and the def2-TZVPD basis.

2S+1 = 1
Kohn-Sham gap = 9.8 eV
charge = -1
ΔE to the lowest compared entry with this formula, charge and spin = 0.00 kcal per mole

XYZ file:
```
95
Properties=species:S:1:pos:R:3:forces:R:3
B -0.3107 -0.4117 0.5515 1.0 1.0 0.3
F 1.0483 -0.7087 0.7435 1.0 -0.4 -0.1
F -0.7447 -0.9127 -0.6385 -0.4 -0.7 -1.0
F -0.9687 -0.9587 1.6445 -0.8 -0.1 0.4
F -0.4197 0.9793 0.4885 -0.3 0.1 0.4
C -1.2687 -4.6047 -1.7715 -1.1 -2.1 -0.9
C -2.0417 -3.9157 -0.6375 0.5 0.2 -1.7
O -2.6017 -2.7197 -1.2385 -7.8 -8.7 0.9
H -1.8347 -5.4637 -2.5105 1.4 2.6 2.4
H -0.3427 -4.9847 -1.4325 0.9 -1.3 0.7
H -0.8887 -3.8247 -2.3565 0.1 1.2 -1.6
H -1.4717 -3.7067 0.2685 0.5 0.4 -0.3
H -2.7247 -4.6647 -0.2975 -1.6 0.3 0.1
H -2.0487 -2.0927 -1.2285 7.0 7.4 0.5
C 2.2583 2.5973 -3.2475 0.0 0.5 0.5
C 1.3913 1.5403 -2.5825 0.9 -3.1 1.1
O 0.1883 2.0463 -1.9415 3.2 4.5 -5.2
H 1.5083 3.2523 -3.8155 1.6 -0.8 0.3
H 3.2733 2.2463 -3.8155 -2.9 0.7 1.3
H 2.5063 3.1303 -2.3075 0.6 0.6 -1.0
H 2.0013 0.8443 -1.8635 -0.6 1.9 -0.3
H 1.1683 0.6883 -3.2035 -0.8 0.1 -1.2
H -0.0247 1.4203 -1.3725 -1.9 -4.3 4.4
C 1.9883 -5.5067 1.0915 2.9 2.4 -2.4
C 1.7613 -3.9987 0.7175 3.0 -1.2 -4.8
O 1.6143 -3.2547 1.8045 0.5 -2.6 4.2
H 2.1883 -6.0827 0.1855 -0.1 0.0 -0.1
H 1.1153 -5.8197 1.4815 -2.7 -1.5 1.9
H 2.9063 -5.6347 1.7165 -1.1 0.3 -0.1
H 1.0003 -3.6867 -0.0975 0.3 -1.4 1.3
H 2.7093 -3.5817 0.1155 -1.1 -1.2 1.0
H 1.3573 -2.4957 1.4245 -1.5 5.3 -0.9
C 2.1913 -2.1877 -2.5745 2.1 2.9 -2.2
C 3.7103 -2.1267 -2.8365 -2.0 -2.8 1.8
O 4.1323 -0.8887 -2.4735 1.7 2.7 1.8
H 1.7323 -1.5717 -3.3175 -0.8 -0.1 -0.9
H 1.8653 -1.7327 -1.7115 0.1 1.4 2.5
H 1.8463 -3.1077 -2.4625 -1.7 -4.4 -0.4
H 3.8833 -2.4547 -3.9185 0.3 0.9 1.4
H 4.0653 -2.9387 -2.1175 0.5 0.7 -1.1
H 4.0883 -0.6587 -1.4395 -0.4 -1.2 -2.7
C -5.5757 0.6453 1.3025 4.8 2.0 -0.5
C -4.2917 -0.1807 0.7895 0.0 2.3 3.7
O -3.1877 0.6573 1.2685 -2.4 0.2 -0.3
H -5.7807 1.7113 0.9135 1.1 -1.7 0.4
H -5.5217 0.6513 2.3665 0.2 0.3 0.9
H -6.3547 0.1243 1.0715 -5.1 -3.2 -1.5
H -4.1497 -0.2737 -0.2005 -0.2 0.3 -3.9
H -4.1387 -1.2467 1.0675 -0.7 0.7 1.0
H -2.4387 0.1163 1.3255 1.9 -1.0 0.2
C -2.0157 0.0663 5.8315 -2.0 -3.1 -7.2
C -2.3697 0.7513 4.4455 1.5 -1.5 2.6
O -1.1037 0.9033 3.9265 1.3 4.3 3.6
H -1.4497 0.4343 6.5115 4.8 3.2 3.4
H -1.7717 -0.9957 5.5965 0.8 0.8 -0.1
H -2.7897 -0.1487 6.3805 -5.4 -0.7 2.9
H -2.9477 1.6743 4.5475 0.1 -0.1 -0.3
H -2.7817 0.0013 3.8135 -1.6 -0.3 -0.1
H -0.9497 0.4883 3.1635 0.5 -2.5 -4.7
C -2.3267 5.1393 1.4325 1.3 -2.3 2.7
C -2.6687 3.6303 1.3265 0.6 2.4 1.4
O -3.8867 3.3013 1.8705 -1.8 -0.1 0.8
H -1.3937 5.1823 0.8915 0.9 0.4 0.5
H -2.3157 5.4773 2.5325 0.4 -0.3 -1.7
H -2.9137 5.7713 0.8765 -2.1 1.2 -1.1
H -1.9717 2.9643 1.8225 1.0 0.3 -0.4
H -2.7687 3.4613 0.3175 0.6 -0.8 -2.7
H -3.8467 2.3683 1.6405 -0.8 -0.6 0.5
C 2.5093 3.3383 0.5025 -1.1 0.4 -0.1
C 1.5273 3.2783 1.6655 -1.4 -2.5 -2.9
O 1.8453 4.0513 2.7405 1.8 0.6 0.0
H 3.5983 3.2533 0.8695 -1.6 0.0 -1.1
H 2.1803 4.4023 0.2025 1.7 -1.5 -0.7
H 2.0233 2.5023 -0.2395 1.9 2.2 1.5
H 1.2893 2.2053 1.8415 0.3 0.5 0.9
H 0.6273 3.6113 1.0925 -0.1 0.0 1.1
H 1.0553 4.0953 3.2205 -1.6 0.3 1.5
C -1.5037 -0.1387 -4.6365 -0.9 2.4 0.4
C -2.5557 0.1153 -3.5775 2.1 1.2 0.2
O -3.6467 0.8073 -4.1385 -1.0 -0.2 1.1
H -1.1327 0.9093 -4.9095 -0.7 -1.5 -0.6
H -2.1137 -0.7247 -5.3205 1.0 0.1 -1.0
H -0.6247 -0.6067 -4.2505 0.3 -0.9 0.3
H -2.1197 0.6543 -2.7595 0.4 1.1 0.4
H -2.7567 -0.7687 -3.0795 -1.4 -2.3 0.5
H -4.2317 0.9293 -3.3575 0.2 0.2 -1.1
C 5.9983 0.4683 0.0535 -0.4 7.0 2.0
C 4.7713 0.4103 0.9605 1.1 -1.2 -4.6
O 3.8103 -0.3677 0.2755 -3.7 0.6 1.7
H 6.1393 -0.3677 -0.3835 1.8 -6.5 -2.1
H 6.8153 0.8733 0.7665 -0.7 -0.8 -1.8
H 5.8693 1.0883 -0.9145 0.0 0.0 1.9
H 4.5493 1.3863 1.0495 -1.7 3.3 0.8
H 5.1543 0.0493 1.8185 0.4 -1.8 3.3
H 2.8213 -0.1807 0.6555 3.3 -0.8 -1.4
```
Forces are in eV/Å.


(2)
Here is a molecular structure, C10H6NO5Sc from the Open Molecules 2025 dataset. Energies are from the ωB97M-V functional and the def2-TZVPD basis.

2S+1 = 1
Kohn-Sham gap (spin up / spin down) = 6.9 / 6.1 eV
charge = +2
ΔE to the lowest compared entry with this formula, charge and spin = 38.00 kcal per mole

XYZ file:
```
23
Properties=species:S:1:pos:R:3:forces:R:3
O -1.3024 -3.8774 -1.8141 2.2 4.4 0.7
C -0.8064 -2.8480 -1.6435 -2.1 -4.1 -0.5
Sc 0.1066 -0.4894 -1.1208 0.4 -0.2 -0.1
O 2.9496 -1.9684 -0.1337 -2.2 1.3 -1.3
C 2.0091 -1.4837 -0.5520 3.2 -2.3 2.0
C 1.6558 1.2554 -1.4305 4.3 3.7 -1.2
O 2.4830 2.0263 -1.7046 -3.9 -3.5 1.3
C -0.1387 0.4775 -3.2336 -0.9 2.8 -1.7
O -0.2062 1.3492 -4.0643 -0.1 -2.4 2.2
C 1.0534 -0.6853 -3.2138 2.0 -2.0 -2.0
O 1.7671 -1.0816 -4.0829 -2.5 1.8 2.4
H -0.9970 0.3199 -2.3753 -0.1 0.3 -2.4
C -1.1224 0.9280 3.3967 0.1 0.5 0.0
C -0.7032 1.9162 2.5030 0.2 0.0 -0.7
C -0.2947 1.5362 1.2227 -0.2 0.0 0.6
N -0.2980 0.2288 0.8473 -0.2 0.2 0.1
C -0.7186 -0.7245 1.7103 -0.2 0.4 0.7
C -1.1321 -0.3988 2.9981 0.1 -0.5 -0.4
H -1.4429 1.2147 4.3983 0.1 -0.1 -0.2
H -0.6897 2.9732 2.7689 0.0 -0.3 0.0
H 0.0257 2.2829 0.4754 -0.2 -0.5 0.5
H -0.7398 -1.7689 1.3774 0.1 0.3 0.0
H -1.4583 -1.1825 3.6709 0.0 0.0 -0.1
```
Forces are in eV/Å.


(3)
Here is a molecular structure, C38H40GeMnNO4SSi2 from the Open Molecules 2025 dataset. Energies are from the ωB97M-V functional and the def2-TZVPD basis.

2S+1 = 2
Kohn-Sham gap (spin up / spin down) = 7.1 / 7.0 eV
charge = -1

XYZ file:
```
88
Properties=species:S:1:pos:R:3:forces:R:3
Mn -1.0349 -0.5708 1.4894 -0.3 0.2 -0.5
C -0.8621 4.1094 -4.3051 0.0 0.0 0.0
C -1.5229 3.4338 -3.1328 0.0 0.0 0.0
C -2.9081 3.2972 -3.0718 0.0 0.0 0.0
C -3.5203 2.6600 -1.9992 0.0 -0.1 0.0
C -2.7452 2.1191 -0.9841 -0.1 0.2 -0.1
C -1.3641 2.2525 -1.0279 -0.1 0.0 0.0
C -0.7620 2.9117 -2.0900 0.1 0.0 0.0
S -3.5485 1.3831 0.4741 0.2 -0.1 -0.2
O -1.2747 2.9324 2.2299 0.0 0.2 -0.2
O -4.9371 1.1175 0.0061 0.0 0.1 0.1
N -2.7095 -0.0199 0.5990 0.0 -0.2 0.7
C -3.3898 -1.2623 0.2306 0.0 0.0 -0.2
C -3.1177 -2.3106 1.2999 0.0 -0.2 0.3
O -3.8934 -3.2054 1.5716 0.1 0.1 -0.2
O -1.9442 -2.1713 1.8958 -0.1 0.1 -0.1
H -1.4057 5.0065 -4.6061 0.0 0.0 0.0
H -0.8231 3.4455 -5.1732 0.0 0.0 0.0
H 0.1621 4.3981 -4.0643 0.0 0.0 0.0
H -3.5183 3.7017 -3.8743 0.0 0.0 0.0
H -4.5969 2.5451 -1.9494 0.0 0.0 0.0
H -0.7614 1.8176 -0.2423 0.0 0.0 0.0
H 0.3207 3.0051 -2.1165 -0.1 0.0 0.0
H -2.9996 -1.6634 -0.7163 -0.1 0.0 0.0
H -4.4608 -1.1186 0.1091 0.0 0.0 0.0
C -0.1841 3.6549 1.6897 0.0 0.0 0.1
Si -1.0691 1.3966 2.8393 0.2 -0.3 -0.1
C -2.6010 0.9572 3.8283 0.0 0.2 0.2
C 0.3335 1.5147 4.0879 -0.1 0.0 0.1
C 0.5260 2.5833 4.9703 0.0 0.0 0.0
C 1.4727 2.4979 5.9776 0.0 0.0 0.0
C 2.2341 1.3398 6.1173 0.0 0.0 0.0
C 2.0587 0.2844 5.2372 0.0 0.0 0.0
C 1.1133 0.3644 4.2083 0.0 0.0 0.1
Si 0.9165 -0.9228 2.8371 0.0 0.0 -0.3
C 0.7483 -2.6317 3.6100 0.0 0.0 0.1
C 2.6279 -0.8153 2.0374 0.2 -0.1 0.0
H 0.1814 4.3929 2.4119 0.0 0.0 0.0
H -0.5072 4.1735 0.7843 0.0 0.0 0.1
H 0.6591 3.0028 1.4233 0.0 0.0 0.0
H -2.6363 1.6103 4.7077 -0.1 -0.1 0.0
H -2.5462 -0.0806 4.1680 0.0 0.0 0.0
H -3.5142 1.0834 3.2523 0.0 0.0 0.0
H -0.0825 3.4793 4.8773 0.0 0.0 0.0
H 1.6168 3.3250 6.6638 0.0 0.0 0.0
H 2.9703 1.2700 6.9104 0.0 0.0 0.0
H 2.6755 -0.6043 5.3471 0.0 0.0 0.0
H 1.6348 -2.8526 4.2158 -0.1 0.0 0.0
H 0.6411 -3.4127 2.8552 0.0 0.0 0.1
H -0.1389 -2.6792 4.2448 0.0 0.0 0.0
H 3.3970 -0.9161 2.8130 0.0 0.0 -0.1
H 2.7526 0.1696 1.5775 0.0 0.0 0.0
H 2.8142 -1.5827 1.2767 -0.1 0.1 0.1
C 0.1573 -0.6612 0.4165 0.1 0.1 0.6
Ge 0.8548 -1.2318 -1.2899 -0.1 0.0 0.0
C 1.8421 -2.8978 -1.0658 0.1 0.0 -0.2
C 1.6768 -3.7033 0.0564 -0.2 -0.1 0.0
C 2.3432 -4.9175 0.1647 0.0 0.0 0.0
C 3.1806 -5.3428 -0.8570 0.0 0.0 0.0
C 3.3421 -4.5566 -1.9914 0.0 0.0 0.0
C 2.6733 -3.3448 -2.0938 0.1 0.0 0.0
C 2.0152 0.1182 -2.0914 0.1 0.0 -0.1
C 1.6262 0.8649 -3.2022 0.0 -0.1 -0.1
C 2.4737 1.8185 -3.7539 0.0 0.0 0.0
C 3.7281 2.0343 -3.2024 0.0 0.0 0.0
C 4.1352 1.2891 -2.1034 0.0 0.0 0.0
C 3.2862 0.3372 -1.5570 0.0 0.0 0.0
C -0.7164 -1.6428 -2.3741 -0.1 0.0 0.0
C -1.5636 -0.6587 -2.8846 0.0 0.0 0.0
C -2.7601 -0.9966 -3.5025 0.0 0.0 0.0
C -3.1285 -2.3296 -3.6211 0.0 0.0 0.0
C -2.2955 -3.3210 -3.1229 0.0 0.0 0.0
C -1.1025 -2.9786 -2.5007 0.0 0.0 0.0
H 0.9976 -3.3931 0.8448 0.1 0.0 -0.1
H 2.2007 -5.5314 1.0457 0.0 0.0 0.0
H 3.7011 -6.2893 -0.7739 0.0 0.0 0.0
H 3.9876 -4.8887 -2.7956 0.0 0.0 0.0
H 2.8098 -2.7381 -2.9844 0.0 0.0 0.0
H 0.6500 0.7077 -3.6497 0.1 0.0 0.0
H 2.1513 2.3924 -4.6149 0.0 0.0 0.0
H 4.3892 2.7785 -3.6298 0.0 0.0 0.0
H 5.1153 1.4496 -1.6708 0.0 0.0 0.0
H 3.6198 -0.2393 -0.7014 0.0 0.0 0.0
H -1.3241 0.3900 -2.7704 0.0 0.0 0.0
H -3.4142 -0.2116 -3.8631 0.0 0.0 0.0
H -4.0712 -2.5930 -4.0855 0.0 0.0 0.0
H -2.5838 -4.3628 -3.1975 0.0 0.0 0.0
H -0.4741 -3.7661 -2.0986 0.0 0.0 0.0
```
Forces are in eV/Å.


(4)
Here is a molecular structure, C38H46BaClF6Ge3N2O4S2 from the Open Molecules 2025 dataset. Energies are from the ωB97M-V functional and the def2-TZVPD basis.

2S+1 = 2
Kohn-Sham gap (spin up / spin down) = 3.7 / 3.6 eV
charge = -2
ΔE to the lowest compared entry with this formula, charge and spin = 256.36 kcal per mole

XYZ file:
```
103
Properties=species:S:1:pos:R:3:forces:R:3
Ba -1.8508 -0.7590 0.5570 11.3 4.8 -11.6
C -0.7090 -0.5287 -3.7469 -0.2 -0.3 -0.2
C -1.9007 -0.2585 -4.4621 0.1 -0.4 0.3
C -2.8441 -1.2605 -4.1321 0.5 -0.2 0.3
C -2.2214 -2.1622 -3.2169 -0.2 0.4 -0.3
C -0.9056 -1.7046 -2.9764 -0.4 0.3 -0.4
H 0.2348 -0.0100 -3.8579 -0.1 0.0 0.1
H -2.0679 0.5693 -5.1489 0.0 -0.1 0.2
H -3.8570 -1.3328 -4.5191 0.1 0.0 0.1
H -2.6410 -3.0891 -2.8421 0.0 0.0 0.0
H -0.1513 -2.2263 -2.4121 0.2 -0.1 0.2
C 2.9988 2.6166 2.7382 0.0 0.1 0.0
C 1.8676 2.4378 3.5218 0.1 0.0 0.0
C 0.8683 1.5966 3.0592 0.1 -0.2 -0.3
N 0.9472 0.9482 1.8937 0.0 0.0 0.0
C 2.0397 1.1358 1.1417 -0.4 -0.1 0.2
C 3.0866 1.9575 1.5225 0.1 0.1 0.0
H 3.8045 3.2654 3.0703 -0.1 -0.1 0.0
H 1.7536 2.9459 4.4709 0.0 0.0 0.0
H -0.0405 1.4450 3.6383 0.1 0.0 -0.1
H 2.0609 0.6096 0.1944 0.0 0.0 0.0
H 3.9505 2.0723 0.8762 -0.1 0.0 0.1
C 2.4963 -6.0377 -0.1931 0.0 -0.1 0.4
Ge 1.6272 -4.4780 -1.0270 1.4 0.0 -0.9
C 0.9546 -5.0919 -2.7496 -0.3 0.0 -0.3
C 3.0789 -3.2013 -1.3473 0.2 0.1 0.1
C 0.1950 -3.7462 -0.0180 -0.4 -0.9 1.2
H 3.3608 -6.3863 -0.7924 -0.5 0.3 0.2
H 1.7766 -6.8556 -0.0950 0.1 0.0 0.0
H 2.8525 -5.7679 0.8119 0.0 -0.1 -0.3
H 1.7197 -5.6419 -3.3181 -0.2 0.2 0.2
H 0.6183 -4.2293 -3.3401 0.0 -0.2 0.1
H 0.0899 -5.7473 -2.5929 0.1 0.0 -0.1
H 3.6157 -3.4349 -2.2760 -0.2 0.0 0.1
H 3.7967 -3.2022 -0.5126 -0.3 0.1 -0.2
H 2.6511 -2.2000 -1.4282 0.2 0.0 0.0
H 0.3787 -3.5245 1.0527 -0.1 0.2 -0.7
H -0.7867 -4.2116 -0.1900 0.3 0.5 -0.1
Cl 7.7057 -2.2729 5.7305 0.3 0.0 0.3
C 6.3134 -2.2249 4.6721 0.0 0.0 0.0
C 5.8020 -3.4070 4.1492 -0.3 0.1 -0.2
C 4.6947 -3.3717 3.3257 0.6 -0.4 0.3
C 4.0535 -2.1514 2.9794 -1.5 0.0 -1.1
C 2.9344 -2.1132 2.1335 0.4 -0.3 0.3
C 4.6201 -0.9683 3.5318 0.5 0.4 0.4
C 5.7215 -1.0048 4.3617 -0.3 -0.1 -0.3
H 6.2761 -4.3486 4.3928 0.0 -0.1 0.0
H 4.2949 -4.2961 2.9215 0.0 0.0 0.0
H 2.4507 -1.1835 1.8732 0.0 -0.1 0.1
H 2.5168 -3.0258 1.7068 0.2 0.1 0.1
H 4.1677 -0.0144 3.2771 0.0 0.0 0.1
H 6.1328 -0.0908 4.7688 0.0 0.1 0.0
F -4.8667 1.4301 2.6548 -0.5 0.6 -0.2
C -4.3826 0.5688 3.5142 0.6 -0.6 -0.4
F -3.8685 1.1725 4.5657 -0.2 0.4 0.4
F -5.3087 -0.2971 3.8794 -0.5 0.0 0.3
S -3.0323 -0.3534 2.7186 -2.4 1.7 5.7
O -2.1189 0.6686 2.2816 -0.5 1.6 2.1
O -2.5740 -1.3039 3.6924 0.0 0.3 -0.4
N -3.8239 -1.0002 1.4870 -3.7 -1.4 2.7
S -3.4203 -2.5608 1.5211 -3.7 -3.9 1.0
O -1.9829 -2.7197 1.3720 -1.4 -5.1 1.9
O -4.1319 -3.3374 2.4757 0.4 -0.1 0.3
C -4.2357 -3.0756 -0.0715 -0.8 0.5 0.2
F -5.5224 -3.2464 0.2468 0.0 0.0 -0.2
F -3.7220 -4.2123 -0.4450 0.4 -0.9 -0.2
F -4.1625 -2.1997 -1.0558 0.2 0.3 0.3
C 0.7297 2.5316 -4.3949 -0.2 -0.3 -0.4
Ge 0.6547 2.7587 -2.4423 0.3 -0.2 0.2
C 0.5168 4.7240 -2.2810 -0.2 0.4 0.2
C 2.5803 2.5095 -2.0055 0.1 -0.2 0.2
Ge -0.9015 1.3207 -1.0877 1.1 3.4 -1.9
C -1.1440 2.9357 0.2754 -0.3 0.0 0.4
C -2.3858 3.2297 0.8792 0.3 0.1 -0.1
C -2.5305 4.1729 1.8974 0.1 -0.1 -0.2
C -1.4285 4.8943 2.3430 0.1 -0.1 -0.1
C -0.1916 4.6566 1.7504 -0.1 0.0 0.0
C -0.0629 3.6962 0.7510 -0.1 -0.1 -0.1
C -2.6128 1.9082 -2.0293 -0.2 -0.1 0.2
C -3.8071 1.3047 -1.6225 0.2 0.2 0.0
C -5.0640 1.8039 -1.9545 0.1 -0.1 0.0
C -5.1600 2.9279 -2.7574 0.2 0.1 -0.1
C -3.9889 3.5144 -3.2424 -0.2 0.0 0.0
C -2.7477 3.0133 -2.8791 0.0 -0.1 0.0
H 1.1242 3.4547 -4.8399 -0.1 -0.2 0.0
H -0.2482 2.2925 -4.8321 0.2 0.1 0.0
H 1.4094 1.7023 -4.6271 -0.1 0.2 0.0
H 1.1244 5.1811 -3.0760 -0.1 -0.1 0.2
H 0.8877 5.0665 -1.3068 -0.1 0.0 -0.3
H -0.5218 5.0686 -2.3751 0.2 0.0 0.0
H 3.1922 2.9281 -2.8153 -0.1 0.0 0.1
H 2.8101 1.4378 -1.9140 0.1 0.3 0.0
H 2.8559 3.0053 -1.0619 -0.1 -0.1 -0.3
H -3.2817 2.7153 0.5382 0.0 0.0 0.0
H -3.5066 4.3427 2.3428 0.0 0.0 0.0
H -1.5312 5.6333 3.1320 0.0 0.0 0.0
H 0.6823 5.2154 2.0755 0.0 -0.1 0.0
H 0.9263 3.5344 0.3258 -0.1 0.0 0.1
H -3.7576 0.4106 -1.0089 -0.2 -0.1 0.0
H -5.9610 1.3147 -1.5892 0.0 0.0 0.0
H -6.1298 3.3414 -3.0083 0.0 0.0 0.0
H -4.0475 4.3795 -3.9018 0.0 -0.1 0.1
H -1.8629 3.5020 -3.2725 0.0 0.0 0.1
```
Forces are in eV/Å.


| no. | calculated total energy (Eh) | molecular weight (g mol⁻¹) |
| --- | --- | --- |
| 1 | -1974.59866 | 547.49 |
| 2 | -1575.61464 | 265.12 |
| 3 | -6032.89155 | 790.53 |
| 4 | -9997.72582 | 1163.53 |